ORCA calculation (ωB97M-V/def2-TZVPD) on a 6-piece molecular cluster, C25H59FN2O7S overall in a non-equilibrium geometry.

Geometry as ORCA input:
```
! wB97M-V def2-TZVPD RIJCOSX def2/J DEFGRID3
* xyz 0 1
C 1.2219 2.9744 0.3160
C 2.3447 3.4721 0.3193
N 3.7516 3.8328 0.1587
C 4.0725 3.6167 -1.3231
C 3.9266 5.0853 -1.9922
C 5.1300 5.9836 -1.3828
N 5.7805 6.8230 -2.4421
S 4.7254 2.7844 1.1287
O 4.3127 3.0005 2.5302
O 6.1568 3.1003 1.0199
F 4.3769 1.1962 0.7951
H 0.2612 2.5116 -0.0559
H 5.0788 3.1339 -1.4895
H 3.2025 2.9983 -1.7227
H 2.9199 5.5352 -1.6929
H 4.0049 4.9575 -3.1172
H 4.7046 6.6744 -0.5860
H 5.8586 5.2465 -0.9058
H 5.1595 6.7812 -3.2564
H 6.6880 6.3915 -2.6611
C 1.7237 -1.9283 0.4986
C 0.6550 -1.1337 1.2301
O -0.2770 -0.5013 0.3624
C -1.0302 -1.3567 -0.4862
C -1.8751 -2.3678 0.2682
H 2.2721 -1.2833 -0.1944
H 2.4305 -2.3602 1.2112
H 1.2966 -2.7459 -0.0846
H 1.1379 -0.3363 1.7998
H 0.1298 -1.7593 1.9586
H -0.3690 -1.8534 -1.2046
H -1.6901 -0.7105 -1.0717
H -1.2643 -3.0464 0.8667
H -2.4599 -2.9710 -0.4303
H -2.5615 -1.8589 0.9500
C -4.7810 -5.9731 -1.9073
C -4.5040 -6.1534 -0.4242
O -4.5244 -4.9374 0.3095
C -5.7444 -4.2094 0.2920
C -6.9220 -4.9846 0.8572
H -4.0558 -5.2844 -2.3503
H -4.7167 -6.9329 -2.4256
H -5.7752 -5.5619 -2.0896
H -3.5020 -6.5720 -0.3020
H -5.1966 -6.8754 0.0201
H -5.9569 -3.8532 -0.7216
H -5.5818 -3.3180 0.9036
H -7.1348 -5.8854 0.2786
H -7.8208 -4.3641 0.8543
H -6.7157 -5.2967 1.8843
C 0.8263 -6.3798 3.3955
C -0.2429 -5.5863 4.1282
O -1.1749 -4.9552 3.2626
C -1.9280 -5.8114 2.4133
C -2.7725 -6.8234 3.1681
H 1.3734 -5.7340 2.7025
H 1.5341 -6.8116 4.1073
H 0.3996 -7.1974 2.8122
H 0.2393 -4.7889 4.6981
H -0.7670 -6.2129 4.8570
H -1.2661 -6.3071 1.6941
H -2.5892 -5.1668 1.8287
H -2.1615 -7.5020 3.7666
H -3.3568 -7.4264 2.4691
H -3.4590 -6.3144 3.8497
C 0.3621 2.4941 -6.6164
C 1.3797 3.6227 -6.6282
O 2.2883 3.5799 -5.5370
C 3.0946 2.4151 -5.4306
C 3.9795 2.1773 -6.6421
H -0.2094 2.5052 -5.6839
H -0.3306 2.5980 -7.4549
H 0.8376 1.5151 -6.6963
H 0.8499 4.5746 -6.5526
H 1.9270 3.6484 -7.5758
H 2.4684 1.5410 -5.2225
H 3.7271 2.5587 -4.5500
H 3.3957 2.0222 -7.5511
H 4.6028 1.2935 -6.4889
H 4.6301 3.0386 -6.8143
C -2.4505 6.0295 4.7560
C -1.9194 5.6290 3.3895
O -0.5031 5.6562 3.3002
C 0.2010 4.7990 4.1887
C -0.1387 3.3295 4.0115
H -2.1019 7.0313 5.0224
H -3.5433 6.0257 4.7554
H -2.1154 5.3481 5.5396
H -2.2899 6.3387 2.6462
H -2.2988 4.6456 3.0933
H 0.0433 5.1177 5.2248
H 1.2644 4.9435 3.9812
H -1.1920 3.1253 4.2140
H 0.4582 2.7171 4.6910
H 0.0645 3.0124 2.9850
*
```

Output
- HOMO-LUMO gap: 9.3 eV
- M: 550.82 u
- Total energy: -2121.91125 hartree
- LUMO level: 0.009 eV

Charges in e, computed with Löwdin, in the same order as the atoms: 0.1335, -0.1704, -0.1709, -0.1976, -0.1443, -0.2615, -0.0343, 0.7324, -0.2937, -0.2724, -0.1927, 0.0824, 0.1271, 0.1197, 0.1203, 0.1038, 0.1122, 0.1042, 0.0505, 0.0632, -0.0772, -0.2718, -0.1776, -0.2781, -0.0718, 0.0772, 0.0779, 0.0641, 0.1155, 0.1071, 0.1054, 0.1163, 0.0600, 0.0721, 0.0879, -0.0757, -0.2819, -0.1893, -0.2740, -0.0771, 0.0819, 0.0790, 0.0664, 0.1139, 0.1074, 0.1070, 0.1197, 0.0658, 0.0787, 0.0822, -0.0798, -0.2796, -0.1663, -0.2827, -0.0710, 0.0783, 0.0773, 0.0642, 0.1177, 0.1050, 0.1079, 0.0964, 0.0654, 0.0715, 0.0851, -0.0802, -0.2788, -0.1706, -0.2825, -0.0782, 0.0823, 0.0781, 0.0646, 0.1187, 0.1058, 0.1073, 0.1050, 0.0662, 0.0787, 0.0832, -0.0833, -0.2843, -0.1642, -0.2738, -0.0754, 0.0817, 0.0758, 0.0639, 0.1166, 0.1042, 0.1049, 0.1190, 0.0654, 0.0801, 0.0580